No. 1
Entry from OMol25: a structure of composition C15H35Br3N2O4PSSi in a non-equilibrium geometry (wB97M-V/def2-TZVPD).

```
62
Properties=species:S:1:pos:R:3:forces:R:3:lowdin_charge:R:1
H 2.54793 -3.08341 0.58918 0.47 0.95 -0.29 0.035
S -1.55959 -3.03243 -1.63221 0.04 0.39 -0.29 0.167
H 4.99959 0.07297 1.21988 -0.90 0.47 0.84 0.044
H -1.47971 -3.15705 1.10879 2.22 1.49 -0.62 -0.134
H -0.28890 1.45102 -6.68895 -0.27 0.35 0.23 0.102
H -3.10684 -0.90138 0.70255 1.19 0.34 -0.61 0.054
H -2.43674 -0.34037 -1.82001 0.46 0.31 1.02 0.109
H -2.19230 1.60546 -3.50877 1.21 -0.01 0.37 0.149
N -1.14399 1.24998 -1.21224 -0.78 0.36 -0.69 -0.089
C 3.06290 -2.08517 0.50639 0.10 -0.03 -0.17 -0.198
C -1.03365 1.55191 1.24242 0.33 0.25 -1.81 -0.084
H 4.56065 0.65976 2.91698 -0.33 0.01 -1.14 0.038
H 1.42535 0.50702 -4.13596 -0.69 -0.31 -0.87 0.087
H -1.55621 0.11275 -5.11272 1.08 0.46 0.24 0.151
C 0.32943 -0.92320 2.89687 0.33 -1.37 0.18 -0.259
C 0.20459 4.01406 -0.71260 0.53 -0.12 -0.69 -0.230
C -4.62470 -3.91871 2.32984 -0.54 -0.01 0.10 -1.521
O -0.72166 1.83741 -5.90836 0.54 -0.68 0.50 -0.041
H -0.60466 2.59495 -3.52228 -0.55 -1.20 -0.10 0.143
H 0.37623 -2.01100 2.55307 -0.19 1.06 0.42 0.094
H 2.76010 -1.54835 -0.44540 0.14 -0.67 1.04 0.037
O 1.30643 -0.18968 2.13795 0.24 -0.78 0.38 -0.277
H 2.48116 -2.64079 3.93318 1.07 0.52 0.11 0.036
H 1.35461 2.79030 0.69822 -0.64 -0.40 -1.08 0.132
H 4.17885 -2.27525 0.39435 -1.30 0.14 0.28 0.050
C -1.15774 -0.42269 2.76050 -0.22 -0.17 1.58 -0.155
H 0.42505 -1.00077 -4.37113 0.45 1.09 -0.58 0.091
C -2.26377 0.28675 -0.90612 -1.63 -0.22 1.21 -0.062
O 1.27338 4.95774 -0.96361 -0.59 -1.06 0.51 -0.066
N -1.56485 0.23583 1.53989 0.27 0.20 0.07 -0.192
C 4.15679 0.42368 1.89162 -0.35 -0.09 -0.22 -0.173
H -1.37116 0.26504 3.64230 0.23 -0.65 -1.15 0.142
C 3.31636 -1.94507 3.64713 0.01 0.15 -0.25 -0.178
H -1.90510 2.25604 1.02149 1.09 -0.44 0.43 0.143
H -0.50035 4.44484 0.05190 0.64 -0.66 -0.50 0.131
C -0.16167 1.43721 -0.10753 1.44 0.13 1.49 -0.189
Si 2.84265 -0.98381 2.07187 1.36 0.80 -0.59 0.474
C 0.85510 2.62873 -0.31182 -0.42 0.31 0.42 -0.102
H 3.68057 1.33919 1.42321 0.69 -0.88 0.60 0.023
Br -6.34752 -3.03956 2.21169 0.34 -0.11 0.04 0.594
H -0.35672 3.92672 -1.69249 0.50 0.11 0.98 0.108
C -1.05876 1.55231 -3.53027 -0.06 0.54 -1.41 -0.081
P -1.10054 -2.19322 0.06146 1.96 -0.29 -0.25 0.261
H -0.36879 1.99574 2.03412 -0.88 -0.77 -0.68 0.151
H 1.70128 2.35210 -1.01206 -1.22 0.34 0.47 0.140
H 4.27104 -2.51663 3.41471 -1.24 0.52 0.28 0.060
H 0.31991 -1.99349 0.26023 -0.81 0.46 -0.13 -0.026
C -2.06637 -0.56375 0.43054 -0.19 0.69 -0.48 -0.432
O -0.52190 0.81186 -2.38693 0.33 0.17 -0.88 -0.095
Br -3.90871 -3.86497 4.12887 -0.06 0.07 -0.35 0.592
H -1.59221 2.14920 -1.47657 0.38 -0.26 0.55 0.170
H -3.20790 0.90359 -0.76593 1.21 -0.61 -0.06 0.159
H 2.01659 4.62714 -0.43383 -0.09 0.51 -0.25 0.083
H 0.45960 0.48674 -0.07869 -0.98 1.01 0.10 0.152
C -0.69250 0.81689 -4.90693 -0.17 -0.40 1.09 -0.372
H -4.78237 -4.96423 2.07972 0.08 0.19 0.01 -0.018
H -1.83387 -1.32156 2.93932 0.78 1.02 -0.24 0.113
H 1.06142 -0.09801 -5.86131 -0.22 -0.02 1.26 0.095
H 0.65638 -0.94468 3.98569 -0.71 0.14 -1.13 0.131
H 3.57580 -1.19341 4.45026 -0.52 -0.97 -0.64 0.050
Br -3.35791 -3.20787 1.03562 -4.24 -2.29 1.44 0.710
C 0.66990 0.01558 -4.80709 -0.86 -0.09 -0.07 -0.028
```
Forces are in eV/Å.

net charge = +1
DFT total energy = -9753.68633 Eh
gap between HOMO and LUMO = 8.50 eV
E_HOMO = -11.21 eV

No. 2
Entry from OMol25: a structure of composition C15H35BrMgN5O5 in a non-equilibrium geometry (wB97M-V/def2-TZVPD).

```
62
Properties=species:S:1:pos:R:3:forces:R:3:lowdin_charge:R:1
H 3.37568 1.70698 -1.61175 -0.46 0.04 -0.22 0.072
H 2.43672 -0.07922 2.40248 -0.07 0.08 -0.32 0.088
N -0.89752 -0.39211 3.36419 -0.08 0.82 0.47 0.041
H 1.78095 1.44381 3.04257 -0.21 -0.10 -0.46 0.080
N -1.80746 3.55363 0.11037 0.22 -0.02 -0.06 0.043
C -2.28947 -1.64232 -1.53507 0.35 0.43 1.27 -0.486
H 1.42312 -4.11715 -3.26355 0.23 0.27 -0.41 0.091
H -3.72793 1.20852 0.43267 -0.32 0.17 0.15 0.093
C 2.48961 1.78526 0.33106 -0.88 -0.47 -1.24 -0.501
N -3.12685 -1.14853 -2.44653 -0.21 -0.36 -0.75 0.043
O 1.35623 1.30257 0.21319 0.82 0.61 0.94 -0.068
O -1.12215 -1.26639 -1.39952 -0.69 -0.65 -0.72 -0.060
N 2.43813 -2.99855 -1.83652 -0.18 -0.52 -0.57 0.046
H 0.72859 -2.69655 2.79694 0.13 0.04 -0.42 0.090
C 2.49993 -2.07190 -0.89761 0.55 0.70 0.74 -0.487
H 4.65214 -2.12607 -0.93572 0.24 0.08 0.25 0.086
H -1.02935 -0.88148 4.23060 0.01 -0.17 -0.03 0.143
H 3.93641 -2.33645 0.71556 0.03 -0.37 -0.21 0.091
H -0.47339 -3.01797 1.50629 -0.14 -0.53 0.25 0.081
O 1.54311 -1.37267 -0.55075 0.38 -0.60 -0.27 -0.039
H 3.34928 0.98555 3.45533 0.46 0.08 -0.45 0.096
C 2.66398 0.96760 2.60585 -0.51 -0.13 1.42 -0.050
H -2.52406 4.21293 0.34960 -0.26 -0.12 -0.14 0.138
O -1.28387 1.45299 -0.48886 -0.06 0.10 -0.26 -0.032
H -2.44635 -3.61180 -0.63126 0.41 0.17 0.02 0.095
H 2.48952 3.24005 -1.20506 -0.06 -0.19 -0.39 0.086
H 4.11354 2.00668 1.46437 -0.04 0.08 0.15 0.146
H -0.06374 3.64940 1.33334 -0.39 -0.04 0.07 0.087
H -4.05411 -1.53525 -2.45723 -0.02 -0.07 -0.07 0.135
H 3.22085 -3.61740 -1.95178 0.17 0.18 -0.08 0.143
H 0.26797 3.57211 -0.33864 -0.37 0.10 -0.44 0.075
H -2.29138 0.55950 -3.24804 0.49 -0.09 -0.35 0.053
H 0.40850 -3.35876 -2.10007 -0.10 0.40 -0.15 0.080
C 1.28739 -3.18315 -2.72547 -0.13 -0.39 1.07 -0.025
H -3.93244 -2.75899 -0.73562 0.06 0.08 0.18 0.082
H -0.85972 -2.93145 3.34518 -0.50 -0.36 -0.45 0.082
C -0.45466 3.98278 0.36260 0.81 0.07 0.53 -0.046
C -2.12724 2.31392 -0.29132 -0.66 -0.05 0.68 -0.492
H -4.18886 2.87077 -0.14808 -0.52 -0.25 -0.20 0.081
H 4.09090 2.89361 -0.53794 -0.09 0.10 -0.12 0.085
N 3.15595 1.69776 1.47693 0.82 0.11 0.05 0.046
C -3.61130 1.97334 -0.33541 1.44 -0.07 -0.08 0.045
H -3.50947 -0.15282 -4.28061 -0.21 -0.26 0.15 0.090
H -1.93618 -0.95743 -4.17442 0.24 0.22 0.05 0.089
H -1.25848 1.48181 2.38730 0.20 -0.74 -0.32 0.074
C -2.86521 -2.61017 -0.53106 -1.21 -0.50 -0.58 0.032
H -2.21568 1.16031 3.77613 0.14 -0.03 0.23 0.093
H -0.52669 1.67283 3.90817 0.19 -0.51 0.36 0.083
H -0.43137 5.07041 0.37243 0.08 -0.03 -0.21 0.095
H 3.89089 -0.78107 0.01466 0.20 0.08 -0.36 0.072
C 3.14061 2.44705 -0.85197 0.97 0.32 1.06 0.010
H -2.77542 -2.26991 0.49509 0.32 0.18 -0.02 0.080
H 1.17007 -2.29201 -3.33646 -0.19 -0.15 -0.20 0.070
C -2.67682 -0.38762 -3.62251 -0.17 0.37 0.69 -0.041
C -1.21063 1.01186 3.37071 -0.83 1.27 -0.13 -0.056
C -0.30995 -2.56848 2.47876 0.41 1.30 0.30 0.039
H -3.76715 1.46577 -1.28540 -0.44 0.32 -0.10 0.078
C 3.85936 -1.83659 -0.25202 -0.64 -0.01 0.15 0.039
Mg 0.18959 0.07069 -0.77556 -0.35 -0.03 0.31 0.196
C -0.54975 -1.06563 2.26970 0.60 -1.34 0.13 -0.509
Br 0.76832 0.83823 -3.02050 0.33 0.19 -0.72 0.104
O -0.38267 -0.53287 1.19025 -0.30 0.20 -0.16 0.005
```
Forces are in eV/Å.

net charge = +1
DFT total energy = -4016.74462 Eh
gap between HOMO and LUMO = 8.44 eV
E_HOMO = -10.29 eV

No. 3
Entry from OMol25: a cluster of 9 separate species, C15H35ClN13O16 in total in a non-equilibrium geometry (wB97M-V/def2-TZVPD).

```
80
Properties=species:S:1:pos:R:3:forces:R:3:lowdin_charge:R:1
H -2.00370 5.36070 -4.48075 -0.04 0.11 0.08 0.093
N -3.41377 -1.09238 0.39307 0.46 1.01 0.72 0.020
H 9.18073 -1.37765 4.52367 0.00 0.05 0.11 0.091
H 10.01547 0.20475 4.57917 0.10 -0.03 0.13 0.104
H -3.82301 -0.90434 2.44111 0.95 0.56 -0.16 0.106
H -1.30000 -1.61846 1.80946 0.00 0.99 0.47 0.130
H -3.59401 -0.36021 -0.29485 0.24 -0.78 0.03 0.011
H -4.87820 1.56080 -6.37730 0.07 0.12 -0.03 0.090
O 3.58118 -2.44716 -1.65095 -0.05 0.17 -0.29 0.053
C 2.02921 -1.63194 1.00842 -0.47 -0.54 -0.98 -0.105
H 3.76397 -2.84615 1.93583 -0.79 1.14 -0.42 0.049
O 4.59360 -3.72048 4.07861 0.43 0.44 -0.32 0.048
C 2.99546 -2.17008 1.50501 -0.53 -0.47 -0.03 0.130
H 4.04241 0.16194 -3.42656 -0.01 -0.13 0.04 0.096
C -3.28601 -3.27858 -2.75905 0.19 0.03 -0.23 0.044
H -2.61009 -1.66024 0.12721 -0.37 0.19 -0.21 0.050
H 10.71946 -1.21486 5.42298 0.00 0.15 0.01 0.105
O -4.44015 -4.03846 -0.91271 0.19 -0.06 -0.05 0.050
Cl 1.59231 3.74072 -0.90096 -0.78 0.42 0.62 0.717
C 0.82712 -1.28709 0.10195 0.56 0.28 1.50 -0.081
O 7.94340 -0.81379 6.50458 0.41 0.25 0.16 0.032
H -4.15986 -3.37207 -3.39973 -0.01 0.10 0.12 0.105
H 2.89236 0.02086 -2.06210 0.11 -0.01 0.12 0.074
H 6.45850 -1.30240 5.00116 -0.09 -0.15 -0.06 0.062
O -3.70809 1.03462 -1.53335 0.02 0.24 -0.42 0.012
H -5.05055 3.72526 -1.40620 0.09 0.07 -0.16 0.118
C -1.34486 6.00319 -3.90210 -0.11 -0.18 -0.28 0.060
N 0.81426 1.21866 -0.01880 -3.13 -0.62 2.64 0.157
H 1.15788 -1.18690 -0.96564 -0.28 -0.05 1.08 0.115
O -2.82350 3.57247 -7.75085 -0.14 -0.01 0.23 0.062
C -1.62089 -0.59451 2.12377 -1.79 0.28 0.20 -0.065
C 0.24377 0.08143 0.53722 0.64 1.42 -1.10 -0.189
C 3.85135 -0.30195 -2.46301 0.09 0.21 -0.14 0.047
H 0.06429 -2.09948 0.17437 0.66 0.60 -0.06 0.117
H -3.43790 0.65714 1.61484 0.36 -0.88 0.25 0.108
O -2.96924 -2.95099 4.51326 0.12 -0.10 -0.27 0.036
H -3.16471 1.20520 -6.74977 0.00 0.06 -0.15 0.099
C -4.46053 -4.04306 3.10566 -0.24 0.14 -0.04 0.048
H -5.09961 -3.22724 3.43138 0.12 -0.05 0.05 0.093
C -4.05502 1.74666 -7.06126 -0.25 -0.18 0.11 0.042
H -1.62391 2.27971 1.88837 0.19 -0.77 -0.03 0.192
N -0.78985 0.37688 1.37047 1.35 -2.08 -0.67 -0.023
C 9.80255 -0.71490 5.11945 -0.06 -0.18 -0.25 0.054
H -3.39178 3.98207 -2.04263 -0.32 -0.10 -0.01 0.067
H -0.43338 5.47633 -3.62709 0.02 0.18 0.02 0.094
H -4.30305 -4.00522 2.02863 0.01 -0.15 0.04 0.088
H 5.91879 -2.65091 6.03858 -0.11 0.04 -0.03 0.107
H 4.65958 -0.09228 -1.76589 -0.14 -0.04 0.07 0.106
N -4.09834 2.01882 -2.15107 -0.15 0.18 0.06 -0.418
H -2.38233 -3.55250 -3.29641 -0.07 -0.08 0.10 0.096
O 3.95191 -2.20832 -3.77063 -0.07 0.03 0.30 0.082
C -3.13586 -0.42267 1.69941 -0.24 -0.73 -0.35 -0.215
N 5.46710 -2.86764 4.00890 -0.17 -0.16 0.29 -0.444
N -3.73098 3.19920 -7.03396 -0.12 0.11 0.06 -0.452
N -3.13060 -3.90005 3.76052 -0.04 -0.06 0.06 -0.450
H -1.53168 -0.47672 3.23057 0.35 0.00 -0.91 0.140
N -2.03744 6.38902 -2.64158 0.06 0.12 -0.13 -0.433
O -2.62894 -5.08547 -1.46836 -0.19 0.23 0.10 0.071
O -2.29736 -4.74070 3.49771 -0.09 0.31 0.09 0.077
H -0.23285 4.28180 0.57046 0.58 -0.09 -0.42 0.123
H -3.63330 3.18018 -0.45975 -0.08 -0.11 -0.08 0.084
O -4.52726 2.01914 -3.27886 0.19 -0.26 0.24 0.105
N 9.06220 -0.34638 6.35706 0.04 0.05 0.11 -0.434
N 0.30094 3.49687 0.19940 -0.40 -0.14 0.35 -0.344
N 3.78976 -1.77822 -2.64702 0.08 -0.16 -0.19 -0.444
O -1.43073 7.11210 -1.87894 -0.23 -0.27 -0.03 0.075
H -1.12202 6.91787 -4.44671 0.09 -0.04 0.10 0.110
O -3.16352 5.95300 -2.46314 0.33 0.30 0.12 0.033
O 9.62577 0.39378 7.13210 -0.23 -0.18 -0.14 0.088
H -4.33480 1.49128 -8.08086 0.16 0.02 0.03 0.103
N -0.92530 1.73266 1.38534 1.07 1.50 -0.90 0.179
O -4.39373 3.90944 -6.29895 0.31 -0.10 -0.18 0.056
C -4.03809 3.33130 -1.45699 0.14 -0.02 0.22 0.055
N -3.46521 -4.21532 -1.61644 0.05 -0.18 0.00 -0.454
H 4.72315 -1.48139 5.38485 -0.02 -0.19 0.05 0.106
C 5.66027 -2.00394 5.20380 0.00 0.15 -0.05 0.038
O 6.18781 -2.66639 3.04943 -0.30 -0.17 0.00 0.056
H -3.20386 -2.27338 -2.34984 -0.20 -0.04 -0.02 0.079
C 0.04312 2.22325 0.54957 1.42 -1.66 -1.20 -0.390
H -4.87364 -5.00214 3.40946 0.11 0.00 -0.12 0.106
```
Forces are in eV/Å.

net charge = +1
DFT total energy = -2967.25878 Eh
gap between HOMO and LUMO = 9.06 eV
E_HOMO = -12.52 eV
energy relative to the best compared isomer or geometry (same formula, charge and spin) = 0.0 kcal per mole

No. 4
Entry from OMol25: a cluster of 6 separate species, C15H35ClN5O5 in total in a non-equilibrium geometry (wB97M-V/def2-TZVPD).

```
61
Properties=species:S:1:pos:R:3:forces:R:3:lowdin_charge:R:1
C -3.52019 -5.04820 -2.66568 0.50 0.40 -0.39 -0.056
H 0.44006 -4.49786 -5.18899 -0.35 -0.21 0.18 0.083
C -3.55433 3.39898 3.52899 -0.62 -1.41 0.74 -0.028
H 3.00241 1.81015 2.81416 0.02 0.11 -0.12 0.091
C 4.22985 1.05635 4.38501 -1.22 2.41 0.14 -0.599
O 6.07797 -1.09750 -3.65065 1.49 -0.82 -1.73 0.051
N -3.95749 1.96005 3.43410 3.05 2.53 -1.34 0.018
H 2.39096 -0.88330 4.66598 -0.73 -0.62 -0.66 0.084
H 2.87306 2.79362 4.28489 0.58 -0.15 0.04 0.082
H 0.62248 -5.39941 -3.62438 -0.02 -0.46 -0.40 0.078
N 4.99461 -1.69829 -1.80466 -0.28 -2.12 1.56 0.009
C 2.99580 1.77984 3.90372 -0.60 -0.20 -0.58 0.004
C 5.34450 -0.83014 -2.74788 -0.80 2.25 0.79 -0.607
H 3.57278 -2.17898 4.38495 -0.11 0.03 0.29 0.080
H 5.60906 1.27967 -2.88957 -0.49 0.10 -0.03 0.082
N 4.26662 -0.25864 4.32866 0.92 -1.95 -0.08 -0.003
O 5.15735 1.65916 4.88658 0.74 0.62 0.34 0.025
H -3.31380 1.35336 2.94658 -0.09 0.24 -0.09 0.137
H -3.95941 -5.87829 -3.21896 0.67 0.15 -0.60 0.076
N -2.07306 -4.80819 -2.91695 0.39 -0.03 0.85 0.011
N -1.93532 4.10934 -1.82685 3.47 -0.92 2.24 0.016
O -5.88954 2.00682 4.55247 -0.29 0.45 -0.36 0.018
H 5.60888 -3.38976 -0.71216 -0.18 0.06 -0.03 0.077
C -3.03204 4.33342 -2.45750 -2.83 -1.21 -1.93 -0.640
H 0.28408 -3.77238 -3.56003 0.01 0.46 -0.24 0.075
H -4.42491 2.99896 -3.28010 -0.73 0.53 0.19 0.085
H 3.01359 -1.41291 2.98081 -0.31 0.80 0.01 0.091
H -3.95977 3.87750 4.42047 -0.13 -0.46 0.18 0.075
Cl -0.39897 -0.43766 -0.14957 0.00 0.08 0.03 -0.976
H 4.27130 -1.54039 -1.11764 0.11 0.62 -0.34 0.139
H -1.73634 3.19947 -1.43614 -0.64 -0.06 0.05 0.144
H 4.96400 -0.51463 5.01293 0.24 -0.68 -0.39 0.139
O -2.00786 -5.37667 -5.07999 -0.14 -0.20 -0.44 0.019
H -1.07201 6.02120 -1.78482 -0.10 -0.11 0.18 0.086
C 0.06362 -4.64383 -4.17653 -0.16 0.53 1.42 -0.005
H -5.53301 -0.63402 4.36139 -0.14 0.45 0.22 0.078
C -4.12518 3.31193 -2.27995 0.81 -0.87 0.34 -0.002
H 4.91360 -3.76883 -2.31527 -0.16 -0.03 0.08 0.079
C -0.79288 4.97056 -1.70516 0.55 0.48 -0.21 -0.065
C -5.19635 -0.03401 3.51596 -0.25 -0.54 -0.11 -0.005
H -4.05685 -4.13674 -2.92902 -0.25 -0.11 0.12 0.081
C 3.21535 -1.21132 4.03283 0.35 -0.15 0.89 -0.066
C 5.52386 -3.06509 -1.74920 0.19 0.25 -0.42 -0.069
H -3.98095 3.97238 2.70600 0.69 -0.08 -0.31 0.081
H -5.95680 -0.15346 2.74424 0.09 -0.02 -0.13 0.081
H -3.75457 2.38741 -1.83722 0.00 0.03 0.42 0.073
C 4.80830 0.60391 -2.58918 -0.46 -1.57 0.47 0.007
H -0.31572 4.74236 -0.75209 -0.11 0.32 0.11 0.084
H -2.47518 3.33205 3.66701 -0.03 0.71 -0.65 0.083
H 4.45045 0.72914 -1.56724 0.32 0.44 0.08 0.068
H 3.89294 0.61430 -3.18088 0.23 0.57 -0.43 0.084
C -5.06386 1.44473 3.84377 -2.24 -2.12 2.08 -0.616
C -1.42717 -4.94845 -4.09746 -0.57 -0.83 -1.38 -0.566
H -4.84635 3.77256 -1.60479 -0.49 -0.28 -0.50 0.086
H -0.01942 4.79237 -2.45224 -0.13 -0.12 -0.33 0.082
H -4.26866 -0.50835 3.19582 0.02 0.21 -0.30 0.074
H -1.52936 -4.20782 -2.31358 -0.65 -0.08 0.70 0.129
H 6.51908 -3.10875 -2.19161 -0.05 0.25 0.00 0.078
H 2.07285 1.25376 4.14765 0.05 -0.23 0.08 0.068
H -3.75270 -5.33890 -1.64121 0.61 0.47 0.24 0.072
O -3.24948 5.21772 -3.25010 0.26 2.07 -0.53 0.038
```
Forces are in eV/Å.

net charge = -1
DFT total energy = -1702.83151 Eh
gap between HOMO and LUMO = 7.18 eV
E_HOMO = -4.96 eV
energy relative to the best compared isomer or geometry (same formula, charge and spin) = 91.1 kcal per mole

Number 1: molecular weight 638.29 g/mol. Number 2: molecular weight 469.68 g/mol. Number 3: molecular weight 688.97 g/mol. Number 4: molecular weight 400.93 g/mol.